A:
Entry from the OMol25 dataset: a 2-piece molecular cluster, C5H8FNS overall (ωB97M-V with the def2-TZVPD basis set).

The geometry in ORCA input format:
```
! RIJCOSX wB97M-V def2-TZVPD def2/J DEFGRID3
* xyz 0 1
C 0.93 -0.17 0.72
C -0.09 1.64 -0.75
C -0.84 1.18 0.49
C 1.94 -1.07 1.31
C -1.78 -1.10 -1.19
N -0.24 0.26 1.22
F -1.88 1.85 0.97
S 1.25 0.47 -0.87
H -0.72 1.70 -1.77
H 0.35 2.59 -0.62
H 2.84 -0.55 1.26
H 2.06 -1.86 0.62
H 1.64 -1.37 2.40
H -2.81 -1.27 -1.03
H -1.09 -1.63 -0.60
H -1.57 -0.69 -2.16
*
```

Computed properties:
highest occupied orbital energy (alpha / beta): -6.800 / -8.725 eV

---

B:
Entry from the OMol25 dataset: a 2-piece molecular cluster, C5H8FNS overall (ωB97M-V with the def2-TZVPD basis set).

The geometry in ORCA input format:
```
! RIJCOSX wB97M-V def2-TZVPD def2/J DEFGRID3
* xyz 0 1
C -1.25 -1.12 -0.82
C -0.41 2.49 0.28
C -0.05 1.79 1.33
C -0.07 -1.92 -1.05
C 1.21 1.21 1.91
N -2.22 -0.53 -0.62
F -1.13 1.44 2.18
S 0.66 3.05 -0.97
H -1.38 2.58 -0.02
H -0.21 3.75 -1.54
H -0.28 -2.97 -1.31
H 0.41 -1.78 -0.05
H 0.40 -1.31 -1.94
H 1.36 1.79 2.82
H 1.93 1.33 1.11
H 0.92 0.22 2.34
*
```

Computed properties:
structure (SMILES): C/C(F)=C\S.CC#N
highest occupied orbital energy: -8.446 eV

---

C:
Entry from the OMol25 dataset: C5H8FNS in the gas phase (ωB97M-V with the def2-TZVPD basis set).

The geometry in ORCA input format:
```
! RIJCOSX wB97M-V def2-TZVPD def2/J DEFGRID3
* xyz 0 1
C -0.61 -0.45 1.61
C -0.31 0.11 0.08
C -1.13 -0.81 -0.98
C 1.39 1.19 -0.53
C 1.15 -0.23 -0.32
H -0.34 -1.53 1.60
H -1.64 -0.33 2.12
H 0.19 0.00 2.14
H -0.56 -1.84 -0.96
H -0.99 -0.28 -2.06
H -0.53 2.43 -0.12
H 1.96 1.55 -1.36
H 2.01 1.38 0.41
N -0.01 1.45 -0.52
F -2.49 -1.03 -0.76
S 1.91 -1.61 -0.35
*
```

Computed properties:
structure (SMILES): C[C@@]1(CF)NCC1=S
highest occupied orbital energy: -8.750 eV

---

The winner here is B, beating the second structure by 149.0 kJ/mol.

---

A:
Entry from the OMol25 dataset: C3H8N2OS in the gas phase (ωB97M-V with the def2-TZVPD basis set).

The geometry in ORCA input format:
```
! RIJCOSX wB97M-V def2-TZVPD def2/J DEFGRID3
* xyz 0 1
C 2.36 -0.34 -0.05
C 0.17 0.63 -0.04
C -1.89 -0.77 0.09
H 2.93 -1.23 -0.30
H 2.63 0.46 -0.74
H 2.67 -0.01 0.97
H 0.52 -1.33 0.27
H -1.86 -1.26 1.06
H -2.95 -0.57 -0.20
H -1.58 -1.50 -0.76
H -1.51 2.33 -0.12
N 0.94 -0.51 -0.12
N -1.17 0.44 -0.01
O -2.06 1.51 -0.12
S 0.78 2.15 0.05
*
```

Computed properties:
structure (SMILES): CNC(=S)N(C)O
highest occupied orbital energy: -8.397 eV

---

B:
Entry from the OMol25 dataset: C3H8N2OS as an isolated structure (ωB97M-V with the def2-TZVPD basis set).

The geometry in ORCA input format:
```
! RIJCOSX wB97M-V def2-TZVPD def2/J DEFGRID3
* xyz 0 1
C -0.43 2.07 -0.81
C -0.74 -0.18 0.46
C 0.82 -1.85 -0.18
H -0.02 1.24 -1.69
H -1.30 2.81 -1.20
H 0.57 2.29 -0.46
H -1.34 1.80 1.24
H 1.02 0.07 -0.63
H 1.54 -2.19 -1.04
H -0.08 -2.48 0.03
H 0.68 -1.26 1.70
N -1.18 1.08 0.18
N 0.19 -0.50 -0.44
O 1.58 -1.71 1.04
S -1.30 -1.20 1.81
*
```

Computed properties:
highest occupied orbital energy: -8.854 eV

---

C:
Entry from the OMol25 dataset: a 2-piece molecular cluster, C3H8N2OS overall (ωB97M-V with the def2-TZVPD basis set).

The geometry in ORCA input format:
```
! RIJCOSX wB97M-V def2-TZVPD def2/J DEFGRID3
* xyz 0 1
C -1.74 1.78 -0.49
C 2.18 -0.90 0.55
C -1.68 -0.42 -1.06
N -1.18 -1.94 0.71
N -1.27 -1.08 -0.13
O -1.90 0.77 -1.43
S 3.08 0.63 0.46
H -1.42 1.34 0.42
H -2.62 2.53 -0.37
H -0.88 2.45 -0.87
H 1.43 -0.73 1.37
H 2.84 -1.70 0.90
H 1.63 -1.13 -0.37
H 3.54 0.64 -0.89
H -2.01 -2.25 1.20
*
```

Computed properties:
highest occupied orbital energy: -8.592 eV

---

The winner here is A, beating the second structure by 214.7 kJ/mol.

---

A:
Entry from the OMol25 dataset: C3H8N2OS in the gas phase (ωB97M-V with the def2-TZVPD basis set).

The geometry in ORCA input format:
```
! RIJCOSX wB97M-V def2-TZVPD def2/J DEFGRID3
* xyz 0 1
C 2.51 0.46 0.44
C 0.13 0.28 -0.16
C -0.08 1.76 -0.24
H 3.47 0.06 0.06
H 2.42 0.23 1.52
H 2.49 1.55 0.28
H 0.68 -1.82 0.12
H 0.70 2.28 -0.78
H -1.04 1.97 -0.75
H -0.18 2.21 0.78
H -2.90 -1.35 -0.04
N 1.45 -0.17 -0.33
N -0.77 -0.62 0.00
O 1.56 -1.56 -0.19
S -2.39 -0.13 0.15
*
```

Computed properties:
structure (SMILES): C/C(=N\S)N(C)O
highest occupied orbital energy: -8.236 eV

---

B:
Entry from the OMol25 dataset: a 2-piece molecular cluster, C3H8N2OS overall (ωB97M-V with the def2-TZVPD basis set).

The geometry in ORCA input format:
```
! RIJCOSX wB97M-V def2-TZVPD def2/J DEFGRID3
* xyz 0 1
C 1.00 1.34 0.91
C 0.91 1.01 -1.39
C -1.68 -1.74 -0.09
N 0.87 -0.05 0.58
N 0.80 -0.24 -0.65
O 0.97 1.97 -0.43
S -1.60 -0.55 1.40
H 0.14 1.63 1.57
H 1.99 1.31 1.50
H 1.77 0.91 -2.01
H -0.04 0.99 -1.93
H -2.49 -2.44 -0.17
H -1.48 -1.06 -0.96
H -0.70 -2.09 -0.13
H -0.47 -0.98 1.81
*
```

Computed properties:
structure (SMILES): C1N=NCO1.CS
highest occupied orbital energy: -8.717 eV

---

C:
Entry from the OMol25 dataset: C3H8N2OS in the gas phase (ωB97M-V with the def2-TZVPD basis set).

The geometry in ORCA input format:
```
! RIJCOSX wB97M-V def2-TZVPD def2/J DEFGRID3
* xyz 0 1
C 0.30 -1.30 1.17
C 0.74 1.27 -0.25
C -0.65 1.24 -0.83
H -0.86 -0.97 -0.63
H -1.54 -2.13 0.52
H 1.56 -1.43 2.65
H 1.44 1.91 -0.85
H 0.43 1.82 0.77
H -1.44 1.40 0.18
H -0.88 2.06 -1.62
H 0.31 -0.32 -2.08
N -0.75 -1.50 0.17
N 0.51 -1.74 2.35
O -0.79 -0.05 -1.73
S 1.61 -0.25 0.17
*
```

Computed properties:
structure (SMILES): [H]/N=C(/N)SCCO
highest occupied orbital energy: -9.115 eV

---

D:
Entry from the OMol25 dataset: C3H8N2OS in the gas phase (ωB97M-V with the def2-TZVPD basis set).

The geometry in ORCA input format:
```
! RIJCOSX wB97M-V def2-TZVPD def2/J DEFGRID3
* xyz 0 1
C 0.00 0.30 2.30
C -0.44 -0.76 0.19
C -0.27 -0.77 -1.32
H 0.47 1.18 2.69
H -1.05 0.37 2.47
H 0.37 -0.59 2.78
H 1.24 0.39 0.60
H -1.52 -0.72 0.51
H -0.06 -1.74 0.54
H -0.13 1.20 -0.96
H 1.44 1.03 -3.55
N 0.24 0.32 0.84
N -0.09 0.53 -1.72
O -0.22 -1.74 -2.02
S 0.03 1.01 -3.35
*
```

Computed properties:
structure (SMILES): CNCC(=O)NS
highest occupied orbital energy: -9.296 eV

---

The winner here is D, beating the second structure by 153.6 kJ/mol.

---

A:
Entry from the OMol25 dataset: C3H8N2OS in the gas phase (ωB97M-V with the def2-TZVPD basis set).

The geometry in ORCA input format:
```
! RIJCOSX wB97M-V def2-TZVPD def2/J DEFGRID3
* xyz 0 1
C -0.68 0.34 -0.10
C -1.01 0.47 1.37
S -1.55 2.17 1.58
N 0.15 -0.85 -0.40
C 1.46 -1.05 -0.80
N 1.73 -0.61 -2.09
O 2.26 -1.68 -0.16
H 0.01 1.14 -0.42
H -1.58 0.45 -0.70
H -1.91 -0.11 1.59
H -0.40 0.16 2.22
H -2.32 1.95 2.67
H -0.04 -1.52 0.33
H 2.65 -0.88 -2.40
H 1.22 0.03 -2.68
*
```

Computed properties:
structure (SMILES): NC(=O)NCCS
highest occupied orbital energy: -9.307 eV

---

B:
Entry from the OMol25 dataset: C3H8N2OS in the gas phase (ωB97M-V with the def2-TZVPD basis set).

The geometry in ORCA input format:
```
! RIJCOSX wB97M-V def2-TZVPD def2/J DEFGRID3
* xyz 0 1
C 1.48 -0.47 -0.21
C 0.52 -0.23 0.95
C -1.71 -0.69 -0.06
H 2.41 1.22 -0.31
H 2.37 -1.00 0.18
H 0.98 -1.15 -0.92
H 0.39 -1.16 1.50
H 0.90 0.55 1.62
H -0.30 1.90 -1.01
H -1.42 -1.70 0.17
H -2.94 0.52 -0.96
N -0.77 0.18 0.46
N -2.79 -0.48 -0.69
O 1.84 0.68 -0.91
S -0.96 1.84 0.17
*
```

Computed properties:
structure (SMILES): [H]/N=C\N(S)CCO
highest occupied orbital energy: -9.082 eV

---

C:
Entry from the OMol25 dataset: C3H8N2OS as an isolated structure (ωB97M-V with the def2-TZVPD basis set).

The geometry in ORCA input format:
```
! RIJCOSX wB97M-V def2-TZVPD def2/J DEFGRID3
* xyz 0 1
C 0.48 1.47 -0.72
C 0.76 1.07 0.71
C 0.72 0.13 -1.37
N -1.32 -0.45 0.57
N -2.23 -1.57 0.70
O 0.91 -2.00 1.23
S 0.19 -0.54 0.38
H -0.56 1.80 -0.73
H 1.15 2.19 -1.08
H 1.77 0.99 0.99
H 0.18 1.62 1.38
H 0.20 -0.22 -2.28
H 1.77 -0.14 -1.34
H -1.91 -2.07 1.56
H -2.12 -2.27 -0.01
*
```

Computed properties:
highest occupied orbital energy: -8.973 eV

---

The winner here is A, beating the second structure by 94.1 kJ/mol.

---

A:
Entry from the OMol25 dataset: a 2-piece molecular cluster, C3H8O3 overall (ωB97M-V with the def2-TZVPD basis set).

The geometry in ORCA input format:
```
! RIJCOSX wB97M-V def2-TZVPD def2/J DEFGRID3
* xyz 0 1
O -2.48 -1.43 -0.67
O -0.34 -2.00 -0.28
C -1.32 -1.12 -0.48
C -1.80 1.40 -0.24
C -0.82 0.28 -0.42
H 0.58 -1.67 -0.10
H -1.11 2.24 -0.40
H -2.26 1.51 0.76
H -2.60 1.45 -1.00
H -0.27 0.38 -1.38
H -0.09 0.37 0.40
O 3.89 -0.50 0.98
H 4.66 -1.09 1.15
H 3.96 0.20 1.67
*
```

Computed properties:
structure (SMILES): CCC(=O)O.O
highest occupied orbital energy: -10.203 eV

---

B:
Entry from the OMol25 dataset: a 2-piece molecular cluster, C3H8O3 overall (ωB97M-V with the def2-TZVPD basis set).

The geometry in ORCA input format:
```
! RIJCOSX wB97M-V def2-TZVPD def2/J DEFGRID3
* xyz 0 1
C 1.17 0.11 -1.27
O 0.59 0.91 -0.22
C 1.36 -1.30 -0.67
H 0.49 0.15 -2.12
H 2.14 0.47 -1.58
H -0.26 1.21 -0.53
H 0.49 -1.91 -0.87
H 2.27 -1.75 -1.03
H 1.42 -1.31 0.42
O -1.25 -0.50 1.73
C -1.52 0.66 1.73
O -2.75 1.14 1.38
H -1.14 1.59 2.38
H -3.01 0.52 0.65
*
```

Computed properties:
structure (SMILES): O=CO.CCO
highest occupied orbital energy: -10.285 eV

---

The winner here is A, beating the second structure by 105.1 kJ/mol.

---

A:
Entry from the OMol25 dataset: a 2-piece molecular cluster, C3H8O2 overall (ωB97M-V with the def2-TZVPD basis set).

The geometry in ORCA input format:
```
! RIJCOSX wB97M-V def2-TZVPD def2/J DEFGRID3
* xyz 0 1
O 0.30 -0.23 1.68
C 1.16 -0.54 0.78
C 0.85 -0.42 -0.67
C -0.68 -0.92 -1.00
H 2.14 -1.13 1.02
H 1.04 0.64 -0.87
H 1.47 -1.12 -1.21
H -1.34 0.01 -0.65
H -0.79 -1.12 -2.15
H -0.91 -1.86 -0.35
H -1.90 2.68 0.98
H -0.41 1.62 1.46
O -0.93 2.38 0.98
*
```

Computed properties:
structure (SMILES): CCC=O.O
highest occupied orbital energy: -10.282 eV

---

B:
Entry from the OMol25 dataset: C3H8O2 in the gas phase (ωB97M-V with the def2-TZVPD basis set).

The geometry in ORCA input format:
```
! RIJCOSX wB97M-V def2-TZVPD def2/J DEFGRID3
* xyz 0 1
C -1.98 -0.55 -0.06
C -0.12 0.77 0.04
C 2.07 -0.16 -0.09
H -1.35 -1.59 -0.15
H -2.17 -0.35 1.09
H -2.91 -0.69 -0.64
H -0.14 0.72 1.19
H 0.14 1.79 -0.30
H 2.61 -0.88 -0.68
H 2.13 -0.38 0.98
H 2.38 0.96 -0.43
O -1.38 0.64 -0.47
O 0.72 -0.27 -0.47
*
```

Computed properties:
structure (SMILES): COCOC
highest occupied orbital energy: -9.976 eV

---

The winner here is B, beating the second structure by 6.0 kJ/mol.

---

A:
Entry from the OMol25 dataset: a 2-piece molecular cluster, C3H8O2 overall (ωB97M-V with the def2-TZVPD basis set).

The geometry in ORCA input format:
```
! RIJCOSX wB97M-V def2-TZVPD def2/J DEFGRID3
* xyz 0 1
C 0.30 -2.15 0.07
O -0.14 -1.73 1.38
C -0.71 -1.47 -0.85
C -0.84 -1.24 -2.14
H 0.32 -3.26 0.04
H 1.30 -1.72 -0.13
H -0.02 -0.77 1.38
H -1.57 -1.26 -0.20
H -1.57 -0.69 -2.69
H -0.15 -1.35 -3.01
H 1.82 5.27 1.99
H 0.34 5.45 2.34
O 0.94 4.93 1.80
*
```

Computed properties:
structure (SMILES): C=CCO.O
highest occupied orbital energy: -9.906 eV

---

B:
Entry from the OMol25 dataset: C3H8O2 as an isolated structure (ωB97M-V with the def2-TZVPD basis set).

The geometry in ORCA input format:
```
! RIJCOSX wB97M-V def2-TZVPD def2/J DEFGRID3
* xyz 0 1
C 2.28 0.67 0.41
O 0.45 0.56 0.45
C -0.05 -0.62 -0.19
C -1.54 -0.47 -0.47
O -1.80 0.59 -1.36
H 2.40 0.99 1.46
H 2.49 -0.41 0.43
H 0.78 1.19 -0.24
H 0.50 -0.79 -1.11
H 0.13 -1.45 0.50
H -1.90 -1.39 -0.94
H -2.09 -0.35 0.48
H -1.67 1.41 -0.88
*
```

Computed properties:
highest occupied orbital energy: -8.425 eV

---

C:
Entry from the OMol25 dataset: a 2-piece molecular cluster, C3H8O2 overall (ωB97M-V with the def2-TZVPD basis set).

The geometry in ORCA input format:
```
! RIJCOSX wB97M-V def2-TZVPD def2/J DEFGRID3
* xyz 0 1
C 0.24 -0.75 2.44
C 0.74 -0.34 1.06
C 0.02 -0.53 -0.03
O 0.47 -0.22 -1.29
H -0.44 0.00 2.84
H -0.28 -1.71 2.42
H 1.10 -0.83 3.10
H 1.71 0.12 0.99
H -0.97 -0.98 0.01
H -0.30 -0.10 -1.86
H -1.19 1.99 -3.86
H -0.28 1.95 -2.62
O -0.82 1.40 -3.20
*
```

Computed properties:
structure (SMILES): C/C=C/O.O
highest occupied orbital energy: -8.512 eV

---

The winner here is C, beating the second structure by 107.1 kJ/mol.

---

A:
Entry from the OMol25 dataset: a 2-piece molecular cluster, C3H8O2 overall (ωB97M-V with the def2-TZVPD basis set).

The geometry in ORCA input format:
```
! RIJCOSX wB97M-V def2-TZVPD def2/J DEFGRID3
* xyz 0 1
C -1.84 0.10 -0.98
O -0.68 0.43 -0.32
H -1.79 0.45 -2.10
H -1.84 -0.99 -0.81
H -2.72 0.62 -0.56
H -0.77 1.35 0.03
O 1.60 1.53 0.52
C 1.41 0.35 0.11
C 1.22 -0.80 1.06
H 1.74 0.11 -0.96
H 2.21 -1.28 1.05
H 0.39 -1.43 0.84
H 1.08 -0.44 2.11
*
```

Computed properties:
structure (SMILES): CC=O.CO
highest occupied orbital energy: -9.336 eV

---

B:
Entry from the OMol25 dataset: C3H8O2 in the gas phase (ωB97M-V with the def2-TZVPD basis set).

The geometry in ORCA input format:
```
! RIJCOSX wB97M-V def2-TZVPD def2/J DEFGRID3
* xyz 0 1
C -1.06 -0.56 -1.49
O -0.80 0.21 -0.29
C 0.61 0.63 -0.01
C 0.82 0.38 1.51
O 0.15 -0.86 1.63
H -2.08 -1.03 -1.52
H -1.00 0.08 -2.38
H -0.34 -1.38 -1.58
H 1.36 0.00 -0.51
H 0.64 1.67 -0.33
H 1.89 0.33 1.86
H 0.37 1.18 2.15
H -0.56 -0.66 0.97
*
```

Computed properties:
structure (SMILES): COCCO
highest occupied orbital energy: -9.809 eV

---

The winner here is B, beating the second structure by 21.1 kJ/mol.